Computed, not measured: a single CH4N2O molecule in a non-equilibrium geometry, with wB97M-V/def2-TZVPD.

The SMILES is NC(N)=O. The calculation puts the HOMO energy at -9.6 eV. For the HOMO-LUMO gap, the calculation gives 10.47 eV.

Structure (ORCA input):
```
! wB97M-V def2-TZVPD RIJCOSX def2/J DEFGRID3
* xyz 0 1
N -0.73 0.29 1.06
C -0.02 -0.16 -0.03
N 1.02 0.70 -0.53
O -0.37 -1.12 -0.65
H -1.65 0.02 1.32
H -0.19 0.88 1.64
H 1.96 0.39 -0.68
H 0.95 1.73 -0.63
*
```

The computed natural (NBO) charges, all in e, follow: N -0.846; C 0.778; N -0.928; O -0.593; H 0.410; H 0.385; H 0.397; H 0.396

***

Computed, not measured: a single C3H4O3 molecule in a non-equilibrium geometry, with wB97M-V/def2-TZVPD.

The SMILES is O=C1CC1(O)O. The calculation puts the HOMO energy at -9.3 eV. For the HOMO-LUMO gap, the calculation gives 9.71 eV.

Structure (ORCA input):
```
! wB97M-V def2-TZVPD RIJCOSX def2/J DEFGRID3
* xyz 0 1
O -2.76 -0.29 0.22
C -1.59 -0.08 0.20
C -0.64 0.95 -0.14
C -0.21 -0.56 0.21
O 0.02 -1.39 -0.92
O 0.51 -0.76 1.34
H -0.56 1.22 -1.25
H -0.38 1.70 0.68
H 0.19 -0.71 -1.66
H 0.23 -1.63 1.82
*
```

These are the natural (NBO) partial charges, in e, on atoms 1 to 8: O -0.467; C 0.525; C -0.577; C 0.415; O -0.688; O -0.681; H 0.231; H 0.268

***

Computed, not measured: a molecular structure, C29H24BaF2N5Se3Te in a non-equilibrium geometry, with wB97M-V/def2-TZVPD.

The calculation puts the HOMO energy at -3.0 eV. For the HOMO-LUMO gap, the calculation gives 4.74 eV.

Structure (ORCA input):
```
! wB97M-V def2-TZVPD RIJCOSX def2/J DEFGRID3
* xyz -1 1
Ba -1.47 -0.13 0.07
C 1.37 1.64 2.18
N 0.83 0.29 2.13
C 0.15 -0.04 3.39
C -0.97 0.91 3.71
C -1.17 1.38 5.00
C -2.26 2.20 5.24
C -3.09 2.54 4.19
C -2.80 2.05 2.92
N -1.75 1.25 2.68
C 1.86 -0.71 1.87
C 2.42 -0.68 0.47
C 3.78 -0.60 0.23
C 4.24 -0.63 -1.08
C 3.31 -0.73 -2.10
C 1.97 -0.81 -1.77
N 1.52 -0.78 -0.52
C 1.67 2.26 0.84
C 2.92 2.78 0.55
C 3.13 3.41 -0.67
C 2.08 3.51 -1.55
C 0.86 2.96 -1.18
N 0.64 2.35 -0.02
H 2.28 1.68 2.81
H 0.62 2.28 2.65
H 0.86 -0.06 4.23
H -0.28 -1.05 3.31
H -0.50 1.07 5.79
H -2.45 2.57 6.24
H -3.96 3.16 4.33
H -3.41 2.30 2.06
H 1.41 -1.69 2.03
H 2.70 -0.62 2.59
H 4.47 -0.52 1.07
H 5.30 -0.56 -1.29
H 3.62 -0.76 -3.14
H 1.22 -0.91 -2.54
H 3.72 2.67 1.27
H 4.11 3.81 -0.92
H 2.18 3.99 -2.51
H 0.01 3.03 -1.85
F -1.35 -6.09 -0.18
C -1.32 -4.96 -0.92
C -1.34 -3.72 -0.31
C -1.30 -2.54 -1.07
C -1.24 -2.68 -2.48
C -1.24 -3.95 -3.04
F -1.24 -4.14 -4.40
C -1.28 -5.11 -2.30
C -1.19 -1.43 -3.30
C -0.92 -1.39 -4.68
C -0.90 -0.18 -5.35
C -1.15 0.99 -4.66
C -1.39 0.88 -3.30
N -1.39 -0.28 -2.64
H -1.41 -3.71 0.77
H -1.29 -6.08 -2.77
H -0.74 -2.31 -5.22
H -0.69 -0.17 -6.41
H -1.16 1.96 -5.15
H -1.62 1.76 -2.71
Se -4.45 1.48 -0.33
Se -5.41 0.30 1.49
Te -3.90 -1.73 1.90
Se -3.22 -1.71 4.28
*
```

These are the natural (NBO) partial charges, in e, on atoms 1 to 8: Ba 1.703; C -0.261; N -0.440; C -0.275; C 0.212; C -0.211; C -0.168; C -0.259

***

Computed, not measured: 7 unconnected molecules or ions with the total composition C15H44O9S in a non-equilibrium geometry, with wB97M-V/def2-TZVPD.

The SMILES is CCOS(C)(=O)=O.CCO.CCO.CCO.CCO.CCO.CCO. The calculation puts the HOMO energy at -9.7 eV. For the HOMO-LUMO gap, the calculation gives 10.10 eV.

Structure (ORCA input):
```
! wB97M-V def2-TZVPD RIJCOSX def2/J DEFGRID3
* xyz 0 1
C 2.69 23.61 30.10
C 3.22 24.51 28.97
O 3.18 23.81 27.71
S 4.14 22.48 27.65
C 3.84 22.20 25.80
O 5.51 22.93 27.97
O 3.44 21.40 28.40
H 3.25 22.74 30.43
H 1.73 23.18 29.79
H 2.60 24.19 31.01
H 2.57 25.36 28.79
H 4.21 24.89 29.25
H 3.31 22.98 25.26
H 3.36 21.22 25.70
H 4.82 22.03 25.36
C 8.89 18.21 22.90
C 9.59 17.28 23.83
O 10.98 17.19 23.56
H 7.92 18.45 23.33
H 8.73 17.80 21.90
H 9.31 19.16 22.58
H 9.18 16.28 23.87
H 9.53 17.72 24.83
H 11.53 16.94 24.30
C -0.57 20.10 28.42
C 0.15 18.96 27.69
O 1.47 19.30 27.48
H -1.60 20.03 28.07
H -0.18 21.09 28.18
H -0.53 19.99 29.50
H -0.18 18.80 26.67
H 0.09 18.01 28.21
H 1.80 19.70 28.29
C 2.39 13.58 26.05
C 1.04 13.40 25.31
O 0.15 13.37 26.31
H 3.23 13.54 25.35
H 2.67 12.76 26.71
H 2.34 14.47 26.68
H 1.12 12.51 24.68
H 0.78 14.25 24.67
H -0.64 13.08 25.84
C 4.89 17.65 24.13
C 3.52 17.76 24.83
O 3.69 18.74 25.88
H 5.31 18.58 23.75
H 4.89 16.89 23.35
H 5.51 17.27 24.94
H 3.24 16.81 25.30
H 2.68 18.00 24.18
H 2.83 19.06 26.16
C 2.32 18.84 21.23
C 3.78 18.30 20.58
O 3.51 17.46 19.46
H 2.47 19.47 22.11
H 1.84 17.95 21.63
H 1.75 19.38 20.48
H 4.32 17.76 21.36
H 4.48 19.12 20.39
H 3.07 16.70 19.84
C 8.23 20.21 27.26
C 7.18 19.25 26.67
O 6.29 20.03 25.99
H 7.77 21.04 27.81
H 8.83 20.69 26.49
H 8.90 19.69 27.94
H 6.75 18.65 27.47
H 7.70 18.67 25.90
H 5.51 19.50 25.83
*
```

These are the natural (NBO) partial charges, in e, on atoms 1 to 8: C -0.653; C -0.082; O -0.706; S 2.262; C -0.826; O -0.890; O -0.935; H 0.236

***

Computed, not measured: 2 unconnected molecules or ions with the total composition C8H10NOP in a non-equilibrium geometry, with wB97M-V/def2-TZVPD.

The SMILES is Cc1ccccc1C#N.OP. The calculation puts the HOMO energy at -8.8 eV. For the HOMO-LUMO gap, the calculation gives 8.75 eV.

Structure (ORCA input):
```
! wB97M-V def2-TZVPD RIJCOSX def2/J DEFGRID3
* xyz 0 1
C 0.51 1.97 0.05
C 1.29 0.74 0.00
C 2.70 0.63 0.37
C 3.36 -0.55 0.45
C 2.66 -1.74 0.04
C 1.36 -1.76 -0.24
C 0.66 -0.53 -0.22
C -0.74 -0.52 -0.43
N -1.87 -0.64 -0.67
H -0.53 1.71 -0.07
H 0.62 2.28 1.10
H 0.58 2.80 -0.69
H 3.14 1.56 0.75
H 4.35 -0.51 0.77
H 3.19 -2.72 -0.06
H 0.86 -2.68 -0.39
O -4.58 -0.55 -1.09
P -4.22 0.68 0.03
H -3.63 -0.77 -1.39
H -5.65 0.91 0.55
H -4.04 -0.31 1.16
*
```

These are the natural (NBO) partial charges, in e, on atoms 1 to 8: C -0.667; C 0.072; C -0.203; C -0.183; C -0.199; C -0.177; C -0.192; C 0.364

***

Computed, not measured: 5 unconnected molecules or ions with the total composition C24H29N5O8 in a non-equilibrium geometry, with wB97M-V/def2-TZVPD.

The SMILES is O=[N+]([O-])c1ccccc1.O=[N+]([O-])c1ccccc1.O=[N+]([O-])c1ccccc1.CN(C)C=O.CN(C)C=O. The calculation puts the HOMO energy at -9.3 eV. For the HOMO-LUMO gap, the calculation gives 7.49 eV.

Structure (ORCA input):
```
! wB97M-V def2-TZVPD RIJCOSX def2/J DEFGRID3
* xyz 0 1
O 3.16 18.18 40.20
N 2.00 18.21 39.78
O 1.38 19.09 39.34
C 1.25 16.91 40.01
C 1.98 15.78 40.75
C 1.12 14.56 41.00
C -0.44 14.59 40.58
C -0.99 15.70 40.05
C -0.18 16.84 39.66
H 2.93 15.97 40.98
H 1.32 13.82 41.67
H -1.06 13.67 40.80
H -1.90 15.55 40.06
H -0.88 17.63 39.49
O 1.87 15.64 34.91
N 1.78 15.19 36.16
O 1.04 15.69 37.01
C 2.69 14.16 36.56
C 2.38 13.28 37.81
C 3.20 12.14 38.31
C 4.41 11.82 37.52
C 4.80 12.46 36.33
C 3.94 13.70 35.73
H 1.31 13.44 38.38
H 2.99 11.66 39.32
H 4.88 10.87 37.84
H 5.60 11.88 35.68
H 4.46 14.23 34.88
O 5.77 24.76 34.96
N 6.35 23.99 35.82
O 7.46 23.68 35.87
C 5.39 23.16 36.67
C 5.80 21.85 37.37
C 4.71 21.04 37.85
C 3.23 21.56 37.92
C 2.83 22.87 37.53
C 3.96 23.59 36.78
H 6.83 21.57 36.99
H 4.96 20.07 38.19
H 2.56 20.95 38.50
H 1.93 23.11 37.71
H 3.67 24.59 36.42
C -1.00 17.68 43.37
N -0.79 19.11 43.54
C -0.90 19.84 42.33
C -0.73 19.67 44.78
O -0.74 20.90 44.96
H -1.53 17.10 44.07
H 0.03 17.04 43.26
H -1.62 17.37 42.74
H -0.74 20.83 42.73
H -1.91 19.57 41.80
H -0.06 19.65 41.53
H -0.64 18.79 45.46
C 6.03 16.27 39.64
N 5.55 15.76 40.99
C 5.15 14.36 40.94
C 5.41 16.57 41.99
O 5.04 16.10 43.10
H 7.08 16.35 39.65
H 5.25 16.98 39.40
H 6.02 15.51 38.74
H 4.58 14.00 40.06
H 4.29 14.22 41.55
H 5.82 13.68 41.21
H 5.68 17.51 41.66
*
```

These are the natural (NBO) partial charges, in e, on atoms 1 to 8: O -0.420; N 0.547; O -0.329; C 0.027; C -0.177; C -0.199; C -0.153; C -0.233